This record from OMol25 describes C27H58EuNP3 as an isolated structure in a non-equilibrium geometry. The level of theory is ωB97M-V with the def2-TZVPD basis set.

```
! wB97M-V def2-TZVPD RIJCOSX def2/J DEFGRID3
* xyz 0 8
P 0.02856 -2.49602 -5.09857
P 0.24744 1.40283 -4.24474
C -0.09490 -0.88097 -5.84625
C 0.93882 0.14303 -5.36255
H -1.14009 -0.53220 -5.73642
H 0.06829 -1.07831 -6.92377
H 1.83178 -0.31595 -4.89324
H 1.30614 0.67295 -6.26849
C -0.65509 2.47131 -5.41232
H -1.05297 3.35628 -4.89666
H -1.49983 1.93229 -5.88116
H 0.01817 2.80034 -6.20174
C 1.61277 2.30216 -3.56429
H 1.82546 3.16392 -4.22714
H 2.51912 1.67939 -3.52466
H 1.37769 2.69278 -2.56501
C -1.08562 -3.68759 -5.85661
H -1.20947 -4.56408 -5.19437
H -0.62730 -4.00459 -6.79612
H -2.07023 -3.23428 -6.02658
C 1.69052 -3.14042 -5.41682
H 2.43251 -2.32938 -5.43864
H 1.63569 -3.64009 -6.39529
H 1.97012 -3.87841 -4.65243
Eu 1.24194 0.27917 0.57213
C -1.03004 0.59205 -3.17443
C -2.40219 0.17430 -3.30636
C -2.94862 -1.17006 -3.42143
C -2.56254 -2.19429 -2.29830
C -1.38984 -3.01966 -2.52625
C -0.22999 -2.71766 -3.39553
C 0.54455 -1.54991 -2.59137
C -0.15262 -0.26451 -2.15183
C 1.19692 -2.17808 0.73900
H -1.17516 1.60467 -2.67769
H -3.16343 0.96288 -3.12087
H -2.83248 -1.64557 -4.42026
H -4.04639 -1.00283 -3.30117
H -2.54041 -1.61217 -1.35434
H -3.39532 -2.92049 -2.16084
H -1.45603 -4.07520 -2.22909
H 0.46353 -3.57667 -3.23688
H 1.55428 -1.33182 -3.00302
H 0.81996 -2.00611 -1.62650
H -0.76741 -0.46595 -1.25444
H 0.65095 0.42555 -1.78145
H 1.97669 -2.56260 1.41666
H 1.06099 -2.81412 -0.15285
H 0.23144 -2.06857 1.27665
C 0.23973 -1.83228 4.49127
C 0.96007 -0.48246 4.66910
C 0.99661 -0.16055 6.17311
C 2.39791 -0.68366 4.17216
P 0.13926 0.90728 3.68344
N -0.14748 0.38466 2.21712
C -1.53994 1.35305 4.42961
C -1.38382 2.30444 5.62408
C -2.42708 1.96448 3.33223
C -2.28112 0.08776 4.88104
C 1.25351 2.43668 3.49416
C 1.91008 2.77197 4.83476
C 2.41820 2.23913 2.48339
C 0.43308 3.64583 3.01158
H 0.90054 -2.61347 4.90162
H 0.05285 -2.05739 3.43658
H -0.70394 -1.89114 5.04341
H 1.54144 -0.97265 6.68128
H 1.53189 0.76820 6.39795
H 0.00110 -0.11994 6.62951
H 2.43014 -1.09401 3.15135
H 3.00940 0.22294 4.22846
H 2.86796 -1.43206 4.82888
H -0.96276 3.27621 5.34619
H -2.37965 2.49849 6.05421
H -0.77289 1.86695 6.42358
H -2.34877 1.34579 2.43327
H -3.47213 1.94543 3.67750
H -2.17280 2.99809 3.07774
H -2.31568 -0.63896 4.06248
H -1.86500 -0.37531 5.78194
H -3.31960 0.36863 5.11830
H 2.65578 2.01749 5.10759
H 2.44362 3.72717 4.70850
H 1.19188 2.90539 5.65028
H 2.13311 2.49287 1.44001
H 3.20578 2.96302 2.74760
H 2.90176 1.24849 2.53485
H -0.12760 3.42251 2.09540
H -0.25521 4.03752 3.76972
H 1.14341 4.45604 2.77903
*
```

calculated total energy	-77614.24250	eV
E_HOMO (alpha / beta)	-3.9 / -3.9	eV
relative energy (zero: lowest compared OMol25 entry of this formula, charge and spin)	5.558	eV
expectation value of S²	15.76